# C14H25N5O6Tl

A molecular structure, C14H25N5O6Tl in a non-equilibrium geometry (wB97M-V/def2-TZVPD, the OMol25 dataset).

Spin multiplicity = 1
Highest occupied orbital energy (alpha / beta) = -11.01 / -10.99 eV
HOMO-LUMO gap (alpha / beta) = 4.6 / 4.6 eV
E_tot = -39335.0345 eV
Total charge = +1
Energy above the lowest of the compared OMol25 structures with the same formula, charge and spin = 0.0 kcal/mol

Positions of all 51 atoms, in Å:
O: 0.4389 2.9218 -2.7527
H: 0.7037 3.5220 -3.4740
Tl: 0.6161 0.3814 -0.9382
N: -1.3787 1.2729 -0.7411
N: 0.2392 1.7500 1.1664
N: 0.8187 -1.6749 -1.5322
N: 1.7714 -0.8417 0.7334
O: -2.3176 0.7151 -1.3211
O: 0.3230 -2.0348 -2.7711
O: 2.0289 -0.5105 2.0053
O: 1.0035 1.8539 2.1991
C: -0.5993 2.7943 0.8894
C: -1.5015 2.5284 -0.1621
C: 1.5876 -2.5542 -0.8767
C: 2.1129 -2.0934 0.3867
C: -2.4508 3.4760 -0.7662
H: -2.0377 3.8577 -1.7111
H: -2.6209 4.3221 -0.1002
H: -3.3980 2.9652 -0.9725
C: -0.5320 4.0590 1.6679
H: 0.4539 4.5339 1.5477
H: -0.6817 3.8520 2.7393
H: -1.2969 4.7649 1.3298
C: 1.8132 -3.9248 -1.3921
C: 2.9079 -3.0028 1.2461
H: 1.4875 -3.9910 -2.4358
H: 1.2473 -4.6598 -0.8001
H: 2.8800 -4.1813 -1.3144
H: 3.0661 -2.5678 2.2306
H: 3.8789 -3.2022 0.7826
H: 2.3911 -3.9602 1.3491
H: -0.0098 -1.1429 -3.0865
H: 1.6396 0.4454 2.0985
C: 2.1441 1.8002 -1.4339
H: 1.5421 2.6209 -2.0344
H: 2.8151 1.2544 -2.1080
H: 2.6329 2.1881 -0.5299
O: 0.0253 0.5901 -3.2273
H: 0.2528 1.7719 -3.0949
H: 0.4966 0.3596 -4.0595
C: -2.9978 -2.4716 2.6172
C: -2.4913 -3.0084 1.4317
C: -1.6072 -2.2232 0.6640
N: -1.2128 -1.0085 1.0319
C: -1.6800 -0.5086 2.1710
C: -2.5920 -1.1916 2.9965
H: -3.6991 -3.0449 3.2358
H: -2.7473 -4.0020 1.0628
H: -1.2094 -2.5887 -0.2896
H: -1.3174 0.4819 2.4465
H: -2.9389 -0.6936 3.8961

---

# C14H26AlSe5Si2Te

A molecular structure, C14H26AlSe5Si2Te (wB97M-V/def2-TZVPD, the OMol25 dataset).

Spin multiplicity = 1
Highest occupied orbital energy = -3.58 eV
HOMO-LUMO gap = 5.8 eV
E_tot = -371322.2625 eV
Total charge = -1
Energy above the lowest of the compared OMol25 structures with the same formula, charge and spin = 0.0 kcal/mol

Positions of all 49 atoms, in Å:
Al: -1.0338 -0.0268 1.1304
Se: -1.4873 1.0686 3.1658
Se: -2.6568 -0.9801 3.6814
Te: -4.9856 -0.7923 2.6510
Se: -4.7074 -1.8161 0.4155
C: 1.4802 1.1801 -1.5707
Si: 1.2357 0.5300 0.2060
C: 2.4185 1.5057 1.3237
C: 1.9853 -1.2218 0.1357
C: 3.3729 -1.3537 0.0112
C: 3.9901 -2.5896 -0.0390
C: 3.2130 -3.7352 0.0365
C: 1.8404 -3.6211 0.1593
C: 1.1979 -2.3797 0.2116
Si: -0.7109 -2.3278 0.3442
C: -1.2178 -3.7568 1.4579
C: -1.2348 -2.7133 -1.4320
H: 2.5533 1.2407 -1.7734
H: 1.0493 2.1580 -1.7824
H: 1.0595 0.4677 -2.2826
H: 3.3457 1.7649 0.8067
H: 2.6819 0.8934 2.1870
H: 1.9629 2.4209 1.6999
H: 3.9874 -0.4598 -0.0393
H: 5.0685 -2.6613 -0.1262
H: 3.6800 -4.7133 0.0043
H: 1.2544 -4.5308 0.2233
H: -0.8714 -4.7079 1.0448
H: -2.3030 -3.7837 1.5324
H: -0.8058 -3.6406 2.4607
H: -0.7854 -3.6767 -1.6893
H: -0.8589 -1.9822 -2.1487
H: -2.3147 -2.7949 -1.5304
C: 1.1752 4.7101 0.2511
Se: -0.4222 4.0340 1.1224
C: -1.3390 3.4987 -0.5106
C: -2.7446 2.9800 -0.2244
Se: -3.0574 1.0442 -0.0845
C: -2.7243 0.6730 -1.9587
H: 1.7069 3.9034 -0.2483
H: 1.8204 5.1209 1.0262
H: 0.9261 5.4950 -0.4625
H: -0.7470 2.7441 -1.0299
H: -1.3911 4.3867 -1.1456
H: -3.4201 3.2810 -1.0298
H: -3.1609 3.3997 0.6943
H: -3.4321 1.2337 -2.5665
H: -2.8946 -0.3923 -2.0810
H: -1.6983 0.9237 -2.2272

---

# C14H26As2AuO7S2

A molecular structure, C14H26As2AuO7S2 in a non-equilibrium geometry (wB97M-V/def2-TZVPD, the OMol25 dataset).

Spin multiplicity = 1
Highest occupied orbital energy (alpha / beta) = -12.40 / -12.45 eV
HOMO-LUMO gap (alpha / beta) = 5.4 / 5.3 eV
E_tot = -176301.9486 eV
Total charge = +1
Energy above the lowest of the compared OMol25 structures with the same formula, charge and spin = 24.4 kcal/mol

Positions of all 52 atoms, in Å:
Au: -0.4696 1.2899 -0.5175
O: -4.0523 0.0647 0.4390
As: -2.8025 -0.8425 -0.5167
O: -3.3032 -2.3711 -0.4253
O: -1.4592 -0.3371 0.4238
C: -3.1307 0.1390 -2.1753
C: -4.3480 0.8023 -2.3199
C: -4.6109 1.4667 -3.5089
C: -3.6831 1.4791 -4.5414
C: -2.4751 0.8094 -4.4104
C: -2.2270 0.1384 -3.2255
S: -0.6313 -0.6343 -2.9596
O: -0.0684 -1.0785 -4.1875
O: -0.8490 -1.6249 -1.9255
O: 0.1538 0.5293 -2.3892
H: -4.4882 -0.5925 0.9979
H: -5.0673 0.7773 -1.5149
H: -5.5561 1.9806 -3.6254
H: -3.9002 2.0035 -5.4626
H: -1.7398 0.7938 -5.2037
C: -3.4665 3.5798 0.3362
C: -2.0674 3.9785 0.8351
As: -1.1012 2.3991 1.4511
C: 0.4914 2.9610 2.4129
C: 0.1698 3.9060 3.5688
C: -2.3070 1.6069 2.7473
C: -1.6592 0.5264 3.6069
H: -3.8389 4.2996 -0.3898
H: -4.1701 3.5379 1.1653
H: -3.4627 2.5986 -0.1441
H: -2.1233 4.6810 1.6670
H: -1.4748 4.4513 0.0499
H: 1.1679 3.4195 1.6907
H: 0.9666 2.0447 2.7615
H: -0.2659 4.8415 3.2195
H: 1.0913 4.1448 4.0969
H: -0.5158 3.4456 4.2803
H: -3.1545 1.2011 2.1942
H: -2.6378 2.4623 3.3421
H: -1.4053 -0.3376 2.9940
H: -2.3570 0.2013 4.3770
H: -0.7561 0.8856 4.1026
C: 2.7018 -1.5339 1.9725
S: 1.5557 -1.0874 0.6406
C: 2.7263 -1.2530 -0.7227
O: 1.3810 0.4127 0.8331
H: 3.5261 -0.8241 1.9779
H: 3.0494 -2.5498 1.7892
H: 2.1550 -1.4954 2.9119
H: 2.9376 -2.3116 -0.8698
H: 3.6318 -0.6937 -0.4936
H: 2.2509 -0.8496 -1.6142

---

# C14H26B3FN7O4P

A molecular structure, C14H26B3FN7O4P in a non-equilibrium geometry (wB97M-V/def2-TZVPD, the OMol25 dataset).

Spin multiplicity = 1
Highest occupied orbital energy = -8.09 eV
HOMO-LUMO gap = 8.4 eV
E_tot = -47601.5432 eV
Total charge = 0

Positions of all 56 atoms, in Å:
N: 5.6864 -2.4375 1.1199
P: 5.1460 -1.3277 0.1245
B: 3.4620 -0.4924 0.5786
O: 3.1394 0.7209 -0.0131
B: 2.7696 1.6226 0.9868
O: 3.4586 2.7786 1.1921
O: 1.7500 1.2099 1.8279
B: 1.4996 -0.1442 1.7088
C: 0.0358 -0.6747 1.7660
C: -0.6768 -0.5419 0.4294
F: -0.7938 0.8063 0.0730
O: 2.5995 -0.9850 1.5081
H: 5.0237 -2.5599 1.8768
H: 5.9956 -0.2297 -0.0502
H: 4.9503 -1.8336 -1.1800
H: 2.8558 3.5350 1.1116
H: -0.0384 -1.7142 2.0761
H: -0.5355 -0.0908 2.4865
H: -1.6803 -0.9541 0.5179
H: -0.1691 -1.0838 -0.3662
C: 3.1907 6.0809 -1.3642
C: 2.2571 5.2803 -0.5901
N: 1.5246 4.6424 0.0195
H: 2.6853 6.4902 -2.2360
H: 3.5695 6.8964 -0.7524
H: 4.0202 5.4567 -1.6895
C: -3.0247 1.3117 -2.1921
C: -4.0378 0.2784 -2.3067
N: -4.8035 -0.5745 -2.3506
H: -2.8700 1.7945 -3.1553
H: -3.3529 2.0531 -1.4672
H: -2.0900 0.8713 -1.8568
C: -3.2677 -3.8908 -2.4336
C: -2.1120 -3.7453 -1.5621
N: -1.2110 -3.6109 -0.8648
H: -4.1522 -4.0698 -1.8270
H: -3.4110 -2.9776 -3.0073
H: -3.1213 -4.7270 -3.1143
C: 7.1651 2.5369 2.1440
C: 7.7282 1.5677 1.2161
N: 8.1444 0.8014 0.4721
H: 7.2444 2.1584 3.1608
H: 7.7088 3.4762 2.0687
H: 6.1149 2.7043 1.9051
C: -7.2830 1.3232 -0.4904
C: -6.1145 2.1599 -0.2666
N: -5.1722 2.7895 -0.0897
H: -7.9152 1.7724 -1.2529
H: -6.9615 0.3390 -0.8267
H: -7.8482 1.2267 0.4340
C: -4.3394 -6.2879 1.2770
C: -5.1852 -5.6409 0.2854
N: -5.8519 -5.1291 -0.4941
H: -3.4673 -5.6678 1.4743
H: -4.8976 -6.4284 2.1999
H: -4.0123 -7.2561 0.9050

---

# C14H26BrIO12

11 unconnected molecules or ions with the total composition C14H26BrIO12 (wB97M-V/def2-TZVPD, the OMol25 dataset).

Spin multiplicity = 1
Highest occupied orbital energy = -9.19 eV
Structure (SMILES) = O=C1c2ccc(Br)cc2C(=O)c2cc(I)ccc21.O.O.O.O.O.O.O.O.O.O
HOMO-LUMO gap = 8.2 eV
E_tot = -117653.5122 eV
Total charge = 0

Positions of all 54 atoms, in Å:
O: -0.6863 0.5372 2.2686
C: 0.1213 0.6154 1.3829
C: 0.9987 1.8055 1.1888
C: 0.5334 3.1056 1.3021
C: 1.4245 4.1560 1.0928
C: 2.7558 3.8938 0.8137
Br: 3.9530 5.3539 0.5771
C: 3.2464 2.5952 0.6951
C: 2.3409 1.5640 0.8670
C: 2.7535 0.1408 0.7036
O: 3.8244 -0.2858 1.0507
C: 1.7124 -0.6936 0.0555
C: 2.0318 -1.6541 -0.8908
C: 1.0144 -2.3670 -1.5076
I: 1.5498 -3.7575 -3.0128
C: -0.3003 -2.1701 -1.1361
C: -0.6295 -1.2233 -0.1732
C: 0.3828 -0.4666 0.3979
H: -0.5058 3.2736 1.5224
H: 1.0465 5.1623 1.1499
H: 4.2873 2.4270 0.4664
H: 3.0698 -1.7901 -1.1520
H: -1.1100 -2.7263 -1.5758
H: -1.6487 -1.0478 0.1397
O: 1.4453 2.7857 -2.2760
H: 1.6887 3.6517 -2.6206
H: 1.7748 2.7943 -1.3672
O: 2.9977 -2.0536 3.4494
H: 3.0408 -1.2617 3.9970
H: 3.3610 -1.7789 2.5980
O: 0.7099 -0.7285 4.8044
H: 0.7757 -1.0438 3.8961
H: -0.2333 -0.6046 4.9456
O: -0.8298 4.6697 -0.6721
H: -0.7609 4.3076 -1.5633
H: -1.7761 4.7857 -0.5340
O: -2.3400 -1.8647 -3.3160
H: -1.6848 -2.0539 -3.9946
H: -2.2903 -0.9083 -3.2090
O: -4.0118 -0.6410 0.6164
H: -4.7836 -0.5246 0.0520
H: -4.1897 -0.0787 1.3780
O: 3.8198 -1.1500 -3.2772
H: 4.5118 -1.2692 -3.9359
H: 3.5069 -0.2499 -3.4196
O: -6.0490 -2.2309 1.8546
H: -6.0868 -3.1945 1.9163
H: -5.1313 -2.0139 2.0425
O: -6.1717 -5.2081 1.3529
H: -6.1037 -5.5071 0.4404
H: -7.1192 -5.1166 1.5036
O: -0.4034 0.0157 -3.8457
H: 0.2099 0.7466 -3.7047
H: -0.0430 -0.7226 -3.3374